DFT (the ωB97M-V functional and the def2-TZVPD basis) results for C10H8AuNS5Sb as an isolated structure in a non-equilibrium geometry.

Calculated values
Spin multiplicity: 3
<S²>: 2.01
Frontier orbital gap (spin up / spin down), eV: 6.2 / 4.8
Total energy, eV: -76399.7242
Strongest force on any atom, Eh/bohr: 0.03633
Total charge: -1

Structure (XYZ):
```
26
Properties=species:S:1:pos:R:3:forces:R:3
Au 0.342 2.184 -0.058 -0.180 0.293 0.074
S 2.823 6.029 1.974 0.280 0.329 0.378
Sb 2.092 5.086 -0.022 -0.813 -0.651 -1.551
S 2.669 2.785 -0.161 0.073 0.364 0.181
S -0.236 4.654 0.084 0.565 0.216 0.145
S 2.752 6.379 -1.798 0.041 -0.165 0.816
C 2.713 -0.447 -0.014 0.016 0.114 0.004
C 1.343 -1.045 -0.005 -0.127 0.047 0.000
C 1.202 -2.452 0.003 -0.074 -0.140 -0.001
C -0.040 -3.006 0.006 0.102 0.016 -0.004
C -1.180 -2.177 0.003 0.126 0.298 0.002
C -2.483 -2.710 0.007 -0.196 -0.091 0.002
C -3.559 -1.864 0.008 0.023 -0.116 -0.001
C -3.368 -0.480 0.004 0.332 0.127 -0.002
C -2.103 0.094 -0.002 -0.362 0.017 0.001
S -2.005 1.823 -0.005 0.239 0.023 -0.015
C -0.965 -0.769 -0.003 -0.232 -0.489 0.013
N 0.294 -0.249 -0.007 0.191 -0.030 -0.038
H 3.477 -1.222 0.019 0.004 -0.012 0.001
H 2.846 0.228 0.832 0.006 -0.039 0.009
H 2.860 0.160 -0.909 0.007 -0.039 -0.017
H 2.091 -3.069 0.005 0.008 0.007 0.002
H -0.171 -4.083 0.011 0.004 0.003 0.000
H -2.612 -3.786 0.011 0.014 0.011 -0.001
H -4.568 -2.259 0.011 0.017 -0.021 0.003
H -4.214 0.195 0.005 -0.064 -0.071 -0.002
```
Positions in Å, forces in eV/Å.